[1]
This record from the Open Molecules 2025 dataset describes a cluster of 4 separate species, C12H16O12 in total. The level of theory is the ωB97M-V functional and the def2-TZVPD basis.

XYZ file:
```
40
Properties=species:S:1:pos:R:3:mulliken_spin:R:1
C -4.200 -16.412 19.211 0.000
C -3.372 -16.809 17.995 0.000
O -2.903 -18.068 18.421 0.001
C -3.644 -18.537 19.477 -0.002
O -3.609 -19.728 19.964 0.024
O -4.252 -17.559 20.032 0.001
H -5.195 -16.131 18.864 0.000
H -3.612 -15.706 19.798 0.000
H -2.572 -16.094 17.802 0.000
H -3.985 -17.079 17.136 0.000
C -2.263 -17.062 22.712 0.000
C -2.184 -15.704 23.486 0.000
O -1.857 -14.755 22.460 0.000
C -1.308 -15.491 21.450 0.000
O -0.582 -15.113 20.592 0.000
O -1.793 -16.766 21.433 0.000
H -3.260 -17.475 22.561 0.000
H -1.565 -17.783 23.138 0.000
H -1.432 -15.744 24.274 0.000
H -3.154 -15.522 23.949 0.000
C -6.346 -21.417 20.075 0.019
C -5.317 -22.004 21.120 0.005
O -6.180 -22.909 21.946 0.011
C -7.479 -22.353 21.862 -0.103
O -8.490 -22.914 22.243 0.670
O -7.499 -21.356 20.916 0.312
H -6.546 -21.993 19.171 0.025
H -6.072 -20.399 19.794 0.029
H -4.721 -21.192 21.536 0.000
H -4.687 -22.531 20.404 0.006
C -10.700 -17.094 18.690 0.000
C -10.034 -15.863 19.161 0.000
O -8.692 -15.798 18.672 0.000
C -8.443 -17.100 18.302 0.000
O -7.389 -17.630 18.096 0.000
O -9.578 -17.816 18.444 0.000
H -11.242 -16.932 17.757 0.000
H -11.400 -17.410 19.464 0.000
H -10.031 -15.619 20.224 0.000
H -10.597 -15.014 18.771 0.000
```

As for the energy above the lowest of the compared OMol25 structures with the same formula, charge and spin: 0.331 eV. Its net charge is +1. As for the spin multiplicity: 2. The HOMO energy (alpha / beta) is -13.03 / -13.03 eV. Its expectation value of S² is 0.77. As for the gap between HOMO and LUMO (alpha / beta): 0.3126 / 0.0976 Ha.



[2]
This record from the Open Molecules 2025 dataset describes a structure of composition C25H72N3O13. The level of theory is the ωB97M-V functional and the def2-TZVPD basis.

XYZ file:
```
113
Properties=species:S:1:pos:R:3:lowdin_charge:R:1
C 23.361 3.895 0.342 -0.225
O 22.144 4.177 -0.213 -0.309
H 23.847 3.305 -0.315 0.062
H 23.534 3.475 1.393 0.110
H 23.865 4.907 0.579 0.132
C 19.021 4.108 -1.920 -0.331
O 19.919 3.225 -2.110 -0.108
H 18.460 4.099 -0.915 0.093
H 18.564 4.215 -2.898 0.072
H 19.517 5.226 -1.906 0.089
H 20.267 2.928 -1.167 0.107
C 21.849 0.895 0.451 -0.176
O 21.358 1.985 -0.111 -0.074
H 21.959 0.159 -0.207 0.063
H 21.190 0.550 1.209 0.050
H 22.838 1.013 0.626 0.047
H 21.664 2.662 0.396 -0.034
C 25.900 1.346 -0.560 -0.184
O 27.078 0.549 -0.624 -0.150
H 25.811 1.965 -1.509 0.076
H 25.949 2.144 0.059 0.017
H 24.849 0.876 -0.499 0.094
H 27.154 0.049 -1.533 0.134
C 19.437 3.478 1.810 -0.089
O 20.784 3.480 2.368 -0.130
H 19.601 3.536 0.644 0.082
H 18.757 4.346 1.969 0.083
H 19.018 2.595 1.994 0.020
H 21.334 3.926 1.648 0.050
C 22.575 4.931 -2.125 -0.160
O 23.138 5.513 -0.980 -0.238
H 21.614 5.366 -2.543 0.104
H 22.649 3.903 -2.140 0.069
H 23.175 5.117 -2.960 0.025
H 22.968 5.005 -0.118 -0.167
C 19.786 6.625 0.710 -0.100
O 20.737 6.484 1.789 -0.227
H 19.968 7.552 0.195 0.075
H 18.786 6.320 0.853 0.053
H 20.121 5.846 -0.053 0.071
H 21.264 5.695 1.581 0.025
C 25.261 8.470 -6.214 -0.060
O 25.587 8.864 -4.875 -0.184
C 24.672 8.320 -3.943 -0.204
C 24.913 8.881 -2.518 -0.242
N 23.833 8.472 -1.712 -0.050
C 24.138 8.928 -0.237 -0.183
C 23.054 8.803 0.709 -0.232
O 23.419 9.449 1.983 -0.212
C 22.606 9.028 3.062 -0.119
H 25.486 7.399 -6.199 0.091
H 25.898 8.882 -6.797 0.021
H 24.215 8.561 -6.325 0.080
H 24.673 7.246 -3.916 0.105
H 23.740 8.732 -4.209 0.102
H 24.956 9.965 -2.622 0.134
H 25.688 8.458 -2.193 0.020
H 23.703 7.414 -1.496 0.111
H 24.413 10.011 -0.309 0.122
H 25.126 8.229 0.073 0.164
H 22.800 7.647 0.932 0.149
H 22.111 9.329 0.478 0.126
H 21.579 9.401 2.851 0.100
H 22.825 9.700 3.785 0.037
H 22.628 7.923 3.463 0.089
C 20.252 -0.030 3.359 -0.051
O 21.298 0.909 3.756 -0.182
C 22.562 0.402 3.468 -0.241
C 23.600 1.533 3.843 -0.140
N 23.115 2.108 5.120 -0.047
C 23.881 3.292 5.510 -0.213
C 23.467 4.535 4.657 -0.251
O 22.085 4.697 4.586 -0.143
C 21.759 5.914 3.877 -0.090
H 20.495 -0.164 2.314 0.050
H 19.278 0.458 3.342 0.094
H 20.268 -0.903 3.869 0.047
H 22.710 0.056 2.376 0.112
H 22.778 -0.542 4.048 0.120
H 23.608 2.157 2.983 0.083
H 24.497 1.165 4.063 0.064
H 23.325 1.465 5.912 0.123
H 25.023 3.284 5.473 0.120
H 23.750 3.438 6.562 0.092
H 23.939 4.532 3.781 0.043
H 24.087 5.466 5.073 0.151
H 20.628 5.943 3.825 0.130
H 22.016 5.936 2.746 0.088
H 22.221 6.683 4.296 0.001
C 26.533 6.568 2.231 -0.018
O 27.127 6.733 0.853 -0.205
C 26.734 5.664 0.037 -0.259
C 27.127 5.723 -1.361 -0.210
N 26.509 4.689 -2.146 -0.045
C 26.647 4.910 -3.563 -0.168
C 25.689 4.147 -4.529 -0.250
O 26.089 4.142 -5.830 -0.175
C 25.184 3.444 -6.671 -0.122
H 25.563 7.108 2.220 0.092
H 27.111 7.085 2.817 0.002
H 26.711 5.410 2.556 0.147
H 25.706 5.914 0.089 0.091
H 26.951 4.788 0.551 0.099
H 28.187 5.637 -1.671 0.136
H 26.908 6.671 -1.716 0.084
H 25.542 4.725 -1.931 0.082
H 27.857 4.774 -3.881 0.184
H 26.558 5.921 -3.700 0.051
H 24.637 4.336 -4.601 0.099
H 25.610 3.156 -4.200 0.096
H 25.705 3.351 -7.670 0.102
H 24.222 4.015 -6.793 0.098
H 24.762 2.476 -6.533 0.066
```

As for the energy above the lowest of the compared OMol25 structures with the same formula, charge and spin: 8.024 eV. Its net charge is -1. As for the spin multiplicity: 1. The HOMO energy is -4.23 eV. As for the gap between HOMO and LUMO: 0.2438 Ha.



[3]
This record from the Open Molecules 2025 dataset describes a cluster of 11 separate species, C56H134Cl2O32P2 in total. The level of theory is the ωB97M-V functional and the def2-TZVPD basis.

XYZ file:
```
226
Properties=species:S:1:pos:R:3:lowdin_charge:R:1
C -8.006 -8.121 -11.950 -0.070
O -6.682 -8.712 -12.161 -0.251
P -6.255 -9.457 -13.535 0.501
O -4.834 -9.967 -13.598 -0.253
O -7.415 -10.610 -13.695 -0.253
C -7.419 -11.916 -13.058 -0.064
O -6.652 -8.433 -14.721 -0.211
C -6.195 -7.107 -14.673 -0.147
H -8.437 -8.654 -11.103 0.064
H -8.743 -8.374 -12.713 0.093
H -8.043 -7.075 -11.647 0.091
H -8.247 -11.819 -12.356 0.088
H -6.510 -12.234 -12.547 0.080
H -7.598 -12.571 -13.910 0.090
H -5.119 -7.005 -14.535 0.041
H -6.643 -6.475 -13.906 0.069
H -6.485 -6.750 -15.661 0.099
C -0.132 -3.582 -9.582 -0.140
O 0.014 -4.414 -8.487 -0.203
P -1.061 -5.594 -8.292 0.536
O -2.485 -5.243 -8.597 -0.233
O -0.499 -6.750 -9.318 -0.259
C 0.887 -6.939 -9.621 -0.077
O -0.785 -6.118 -6.770 -0.205
C -1.579 -7.092 -6.125 -0.098
H 0.754 -3.603 -10.215 0.101
H -0.200 -2.617 -9.080 0.054
H -1.068 -3.651 -10.137 0.083
H 1.126 -6.117 -10.296 0.081
H 1.037 -7.848 -10.203 0.071
H 1.482 -6.925 -8.708 0.100
H -1.011 -7.996 -5.909 0.083
H -2.512 -7.357 -6.622 0.065
H -1.899 -6.633 -5.189 0.093
C -5.789 -3.725 -15.235 -0.137
O -7.060 -4.179 -14.955 -0.208
C -8.123 -3.348 -15.451 -0.185
C -9.443 -3.523 -14.785 -0.166
O -10.468 -2.522 -15.125 -0.128
C -11.437 -2.323 -14.109 -0.223
C -12.364 -1.202 -14.438 -0.164
O -11.594 0.056 -14.332 -0.187
C -12.187 1.222 -14.867 -0.118
H -5.748 -3.530 -16.307 0.098
H -5.104 -4.523 -14.950 0.056
H -5.543 -2.818 -14.683 0.082
H -8.212 -3.554 -16.517 0.131
H -7.838 -2.301 -15.349 0.130
H -9.286 -3.635 -13.712 0.124
H -9.835 -4.500 -15.065 0.124
H -10.882 -2.048 -13.212 0.126
H -11.933 -3.274 -13.919 0.126
H -13.217 -1.196 -13.759 0.123
H -12.773 -1.376 -15.433 0.124
H -12.567 1.811 -14.032 0.082
H -13.011 1.067 -15.563 0.081
H -11.405 1.739 -15.423 0.085
C -2.451 -10.546 -3.667 -0.063
O -3.759 -10.346 -3.070 -0.185
C -4.791 -10.756 -3.947 -0.195
C -4.964 -9.882 -5.292 -0.156
O -4.694 -8.485 -5.073 -0.169
C -5.749 -7.802 -4.296 -0.143
C -5.562 -6.246 -4.299 -0.131
O -5.959 -5.475 -5.498 -0.172
C -5.369 -5.865 -6.710 -0.117
H -2.328 -9.958 -4.577 0.062
H -2.307 -11.607 -3.876 0.077
H -1.711 -10.194 -2.949 0.093
H -5.706 -10.773 -3.356 0.110
H -4.660 -11.793 -4.258 0.113
H -5.923 -10.043 -5.784 0.104
H -4.212 -10.248 -5.991 0.097
H -5.825 -8.257 -3.308 0.116
H -6.756 -8.008 -4.658 0.114
H -4.507 -6.113 -4.060 0.110
H -6.013 -5.773 -3.426 0.118
H -5.581 -5.085 -7.442 0.081
H -5.910 -6.722 -7.111 0.047
H -4.297 -6.060 -6.684 0.068
C -3.240 1.553 -10.606 -0.075
O -2.208 1.677 -11.584 -0.142
C -1.117 0.955 -11.263 -0.250
C -1.278 -0.577 -11.284 -0.233
O -1.725 -0.884 -12.546 -0.093
C -1.737 -2.312 -12.774 -0.162
C -2.310 -2.828 -14.125 -0.141
O -1.415 -2.278 -15.159 -0.163
C -2.114 -2.091 -16.308 -0.172
H -3.067 2.197 -9.744 0.088
H -3.573 0.545 -10.357 0.074
H -4.170 1.997 -10.963 0.085
H -0.667 1.334 -10.345 0.109
H -0.342 1.237 -11.975 0.131
H -1.959 -0.952 -10.520 0.105
H -0.308 -0.978 -10.989 0.116
H -2.324 -2.809 -12.002 0.093
H -0.732 -2.706 -12.620 0.121
H -3.341 -2.488 -14.231 0.096
H -2.250 -3.915 -14.065 0.091
H -2.531 -3.021 -16.693 0.086
H -1.406 -1.674 -17.025 0.092
H -2.921 -1.364 -16.216 0.090
C -7.845 -8.099 -8.367 -0.081
O -9.171 -8.028 -7.718 -0.190
C -9.698 -9.281 -7.276 -0.187
C -10.132 -10.200 -8.472 -0.156
O -10.925 -9.623 -9.551 -0.142
C -12.257 -9.215 -9.165 -0.175
C -12.843 -8.355 -10.244 -0.244
O -12.949 -9.096 -11.425 -0.162
C -13.089 -8.180 -12.553 -0.082
H -7.559 -7.180 -8.878 0.086
H -7.736 -8.928 -9.066 0.060
H -7.093 -8.373 -7.627 0.054
H -10.524 -8.938 -6.654 0.114
H -8.949 -9.763 -6.648 0.114
H -10.646 -11.077 -8.077 0.117
H -9.206 -10.597 -8.886 0.106
H -12.151 -8.687 -8.217 0.120
H -12.903 -10.077 -8.999 0.127
H -12.192 -7.483 -10.309 0.125
H -13.858 -8.044 -10.000 0.130
H -13.035 -8.605 -13.555 0.085
H -12.452 -7.297 -12.497 0.077
H -14.090 -7.749 -12.527 0.078
C -5.202 -2.022 -10.973 -0.051
O -4.243 -1.820 -9.892 -0.196
C -4.443 -2.613 -8.755 -0.239
C -3.394 -2.365 -7.721 -0.156
O -3.650 -1.070 -7.086 -0.130
C -2.742 -0.597 -6.060 -0.176
C -1.434 -0.133 -6.590 -0.223
O -0.611 -1.137 -7.185 -0.209
C 0.612 -0.522 -7.726 -0.058
H -5.467 -3.078 -11.030 0.067
H -4.697 -1.765 -11.904 0.075
H -6.058 -1.364 -10.822 0.090
H -4.383 -3.688 -8.929 0.082
H -5.437 -2.489 -8.326 0.132
H -2.407 -2.408 -8.181 0.099
H -3.411 -3.160 -6.976 0.124
H -2.609 -1.323 -5.258 0.127
H -3.299 0.253 -5.666 0.129
H -0.938 0.422 -5.794 0.126
H -1.671 0.523 -7.428 0.122
H 1.217 -1.318 -8.160 0.078
H 1.119 -0.125 -6.846 0.088
H 0.409 0.205 -8.512 0.073
C -1.406 -10.343 -7.590 -0.113
O -0.728 -10.521 -6.370 -0.204
C 0.604 -11.106 -6.527 -0.125
C 0.613 -12.701 -6.525 -0.102
O -0.119 -13.240 -5.373 -0.145
C 0.461 -13.116 -4.102 -0.198
C -0.255 -14.025 -3.061 -0.208
O -1.624 -13.790 -2.943 -0.192
C -2.198 -14.331 -1.767 -0.106
H -2.392 -9.890 -7.485 0.046
H -1.615 -11.253 -8.153 0.077
H -0.780 -9.705 -8.214 0.083
H 1.172 -10.769 -5.660 0.111
H 1.177 -10.718 -7.369 0.096
H 1.628 -13.095 -6.459 0.114
H 0.075 -13.071 -7.398 0.122
H 0.478 -12.099 -3.709 0.113
H 1.530 -13.331 -4.114 0.118
H 0.116 -13.843 -2.052 0.113
H -0.042 -15.093 -3.099 0.120
H -3.264 -14.450 -1.958 0.085
H -2.084 -13.657 -0.918 0.091
H -1.945 -15.356 -1.496 0.085
C -1.478 -11.276 -19.960 -0.054
O -0.828 -11.641 -18.667 -0.211
C -1.753 -11.951 -17.622 -0.225
C -1.003 -11.875 -16.275 -0.118
O -0.923 -10.494 -15.723 -0.143
C -2.165 -9.899 -15.373 -0.190
C -1.978 -8.469 -14.779 -0.185
O -1.098 -8.520 -13.681 -0.185
C -0.814 -7.237 -13.060 -0.081
H -1.950 -10.294 -19.997 0.079
H -2.329 -11.955 -20.022 0.072
H -0.701 -11.474 -20.698 0.086
H -2.072 -12.978 -17.800 0.118
H -2.652 -11.343 -17.719 0.107
H -0.028 -12.271 -16.561 0.122
H -1.480 -12.565 -15.579 0.115
H -2.654 -10.547 -14.645 0.097
H -2.762 -9.788 -16.278 0.112
H -2.944 -8.122 -14.414 0.094
H -1.570 -7.835 -15.566 0.126
H 0.215 -7.017 -13.347 0.085
H -0.748 -7.232 -11.972 0.058
H -1.370 -6.326 -13.284 0.052
C 3.624 -13.937 -9.752 -0.069
O 2.754 -12.788 -9.587 -0.195
C 3.047 -11.733 -10.470 -0.222
C 2.220 -10.472 -10.123 -0.162
O 0.785 -10.708 -10.155 -0.153
C 0.208 -10.929 -11.430 -0.169
C -1.312 -10.947 -11.345 -0.201
O -1.700 -11.965 -10.458 -0.197
C -3.113 -12.152 -10.353 -0.082
H 3.444 -14.287 -10.769 0.084
H 3.345 -14.740 -9.070 0.085
H 4.658 -13.634 -9.584 0.084
H 2.789 -12.066 -11.476 0.116
H 4.093 -11.427 -10.476 0.122
H 2.519 -9.587 -10.685 0.111
H 2.507 -10.173 -9.114 0.110
H 0.474 -11.922 -11.793 0.125
H 0.564 -10.170 -12.127 0.126
H -1.680 -11.090 -12.361 0.117
H -1.765 -9.992 -11.077 0.113
H -3.464 -11.412 -9.633 0.053
H -3.212 -13.207 -10.097 0.091
H -3.610 -12.090 -11.321 0.080
Cl -4.284 -8.588 -9.333 0.691
C -3.625 -7.601 -10.599 -0.682
C -4.483 -6.397 -10.847 -0.569
Cl -4.087 -5.542 -12.422 0.629
H -3.500 -8.199 -11.502 0.061
H -2.636 -7.279 -10.272 0.038
H -4.310 -5.698 -10.028 0.035
H -5.539 -6.664 -10.877 0.047
```

As for the spin multiplicity: 1. Its structure (SMILES) is COP(=O)(OC)OC.COP(=O)(OC)OC.COCCOCCOC.COCCOCCOC.COCCOCCOC.COCCOCCOC.COCCOCCOC.COCCOCCOC.COCCOCCOC.COCCOCCOC.ClCCCl. The HOMO energy is -9.11 eV. As for the gap between HOMO and LUMO: 0.3485 Ha.



[4]
This record from the Open Molecules 2025 dataset describes an isolated molecule of C7H12BrNO. The level of theory is the ωB97M-V functional and the def2-TZVPD basis.

XYZ file:
```
22
Properties=species:S:1:pos:R:3:nbo_charge:R:1
C -1.379 -1.570 -1.719 -0.609
C -0.007 -1.159 -1.132 -0.301
C 0.828 -0.544 -2.254 -0.591
C -0.046 -0.090 -0.049 0.416
C 1.308 0.184 0.813 -0.301
Br 2.290 -1.247 1.505 0.069
C 1.054 1.502 1.495 -0.164
C 1.293 1.388 2.984 -0.622
N -0.277 1.800 1.119 -0.287
O -0.867 0.946 0.063 -0.351
H -2.005 -0.794 -2.164 0.218
H -2.027 -2.155 -1.019 0.211
H -1.261 -2.233 -2.500 0.211
H 0.495 -1.980 -0.697 0.236
H 0.893 -1.213 -3.181 0.212
H 1.828 -0.452 -1.859 0.224
H 0.461 0.503 -2.465 0.215
H 1.658 2.265 0.922 0.193
H 2.331 1.379 3.339 0.239
H 0.859 0.542 3.432 0.220
H 0.842 2.265 3.502 0.213
H -0.954 1.538 1.865 0.348
```

As for the energy above the lowest of the compared OMol25 structures with the same formula, charge and spin: 4.393 eV. As for the spin multiplicity: 1. Its structure (SMILES) is CC(C)C1=C(Br)[C@H](C)NO1. The HOMO energy is -7.38 eV. As for the gap between HOMO and LUMO: 0.2965 Ha.